Record 1
# C26H50Cl23IN4O7P

A cluster of 12 separate species, C26H50Cl23IN4O7P in total (the ωB97M-V functional and the def2-TZVPD basis, OMol25).

XYZ file:
```
112
C26H50Cl23IN4O7P, DFT the ωB97M-V functional and the def2-TZVPD basis
C 0.13 -1.95 3.13
C 0.23 -3.29 2.28
O 0.04 -4.39 2.89
O 0.57 -3.40 0.90
C -0.21 -2.44 0.10
C -0.14 -2.70 -1.46
N 0.97 -1.96 -2.20
P 1.08 -2.84 -3.79
N 1.64 -4.33 -3.56
O -0.42 -3.06 -4.55
O 2.12 -2.10 -4.90
C 2.32 -2.24 -1.55
C 2.96 -1.04 -0.71
N 2.59 -1.04 0.76
N 2.79 0.33 -1.26
C 4.01 1.17 -1.21
C 3.64 2.50 -0.33
C 4.07 3.88 -1.05
Cl 4.30 2.46 1.38
C 2.12 0.34 -2.60
I 1.81 2.32 -3.45
C 0.73 -0.48 -2.33
C -0.49 -0.05 -3.26
C -1.42 1.12 -2.61
O -2.50 1.33 -3.22
O -1.04 1.88 -1.46
C -1.70 1.38 -0.28
C -3.24 0.93 -0.22
O -1.04 1.30 0.78
H -0.94 -1.55 3.05
H 0.90 -1.20 2.72
H 0.43 -2.13 4.23
H -1.31 -2.64 0.41
H 0.02 -1.38 0.45
H -0.04 -3.85 -1.61
H -1.18 -2.45 -1.89
H 2.52 -4.44 -4.11
H -1.20 -3.03 -3.96
H 1.57 -1.94 -5.72
H 3.06 -2.43 -2.42
H 2.33 -3.23 -0.95
H 4.10 -1.26 -0.71
H 2.58 -0.03 1.04
H 3.40 -1.43 1.28
H 4.90 0.71 -0.62
H 4.46 1.45 -2.24
H 2.49 2.52 -0.24
H 4.38 4.67 -0.27
H 4.85 3.75 -1.88
H 3.12 4.31 -1.55
H 2.83 -0.21 -3.31
H 0.43 -0.13 -1.26
H -0.19 0.25 -4.33
H -1.25 -0.91 -3.41
H -3.86 1.44 -1.05
H -3.31 -0.19 -0.43
H -3.69 1.23 0.78
C -4.27 -3.74 -2.34
Cl -3.52 -2.17 -2.01
Cl -3.91 -4.28 -3.98
H -3.89 -4.47 -1.63
H -5.35 -3.64 -2.23
C -1.15 5.20 -0.64
Cl -2.23 6.59 -0.76
Cl 0.07 5.22 -1.92
H -0.65 5.22 0.33
H -1.74 4.28 -0.72
C -0.51 -6.39 0.20
Cl 0.64 -7.46 -0.61
Cl -1.77 -5.84 -0.92
H -0.98 -6.93 1.02
H 0.03 -5.53 0.58
C 3.93 6.10 2.91
Cl 2.72 6.52 1.69
Cl 5.56 6.52 2.36
H 3.72 6.64 3.83
H 3.89 5.02 3.09
C -4.99 6.73 2.02
Cl -3.86 5.38 1.84
Cl -6.66 6.15 2.12
H -4.75 7.28 2.93
H -4.90 7.38 1.15
C -3.28 0.06 4.69
Cl -3.47 -1.45 3.79
Cl -1.90 -0.02 5.79
H -3.13 0.87 3.98
H -4.18 0.24 5.27
C -5.08 3.40 -3.90
Cl -5.83 4.85 -3.22
Cl -5.59 1.95 -3.02
H -5.38 3.30 -4.94
H -4.00 3.49 -3.84
C 5.20 6.65 6.72
Cl 3.73 7.32 5.98
Cl 5.74 5.20 5.86
H 5.99 7.40 6.68
H 4.98 6.39 7.75
C -5.25 -7.25 0.74
Cl -6.90 -7.88 0.63
Cl -5.18 -5.55 0.28
H -4.90 -7.36 1.76
H -4.61 -7.83 0.07
C -4.82 -10.63 2.39
Cl -4.08 -9.06 2.72
Cl -4.46 -11.18 0.75
H -4.44 -11.36 3.10
H -5.90 -10.53 2.50
C 8.90 5.94 0.07
Cl 8.13 7.39 0.72
Cl 8.39 4.49 0.95
H 8.62 5.83 -0.98
H 9.98 6.05 0.15
```

The maximum force is 7.37 eV Å⁻¹. The net charge is +1. The calculation puts the LUMO energy at -3.0 eV.


Record 2
# C4H7NO2

The molecule C4H7NO2 (the ωB97M-V functional and the def2-TZVPD basis, OMol25).

XYZ file:
```
14
C4H7NO2, DFT the ωB97M-V functional and the def2-TZVPD basis
C 0.98 1.24 1.58
O 0.59 1.29 0.21
C 0.04 0.17 -0.26
C -0.41 0.32 -1.69
N -0.06 -0.86 0.47
C -0.75 -2.00 0.10
O -1.96 -2.10 0.04
H 0.13 0.96 2.20
H 1.78 0.51 1.72
H 1.33 2.25 1.82
H -0.17 -0.58 -2.26
H 0.08 1.19 -2.14
H -1.49 0.46 -1.73
H -0.09 -2.87 -0.06
```

As for the SMILES: CO/C(C)=N/C=O. The maximum force is 0.46 eV Å⁻¹. The net charge is 0. The calculation puts the LUMO energy at 0.9 eV.


Record 3
# C5H15N2

A cluster of 3 separate species, C5H15N2 in total (the ωB97M-V functional and the def2-TZVPD basis, OMol25).

XYZ file:
```
22
C5H15N2, DFT the ωB97M-V functional and the def2-TZVPD basis
N -2.53 -2.28 -1.28
C -1.90 1.48 -0.16
C -1.49 2.00 1.01
N 0.22 -0.54 -0.07
C 2.51 -1.18 0.62
C 1.35 -0.11 0.54
C 1.88 1.15 -0.20
H -3.24 -1.59 -1.39
H -2.29 -2.86 -2.06
H -1.72 -1.86 -0.85
H -2.02 2.07 -1.06
H -1.83 0.40 -0.20
H -1.49 3.05 1.24
H -1.09 1.32 1.75
H 0.35 -0.88 -1.04
H 2.61 -1.64 -0.36
H 2.29 -1.95 1.33
H 3.40 -0.61 0.91
H 1.09 0.18 1.56
H 2.75 1.64 0.21
H 2.11 0.98 -1.25
H 1.11 1.89 -0.28
```

The maximum force is 2.07 eV Å⁻¹. The net charge is +1. The calculation puts the LUMO energy at -8.7 eV.


Record 4
# C37H40N2O6

The molecule C37H40N2O6 (the ωB97M-V functional and the def2-TZVPD basis, OMol25).

XYZ file:
```
85
C37H40N2O6, DFT the ωB97M-V functional and the def2-TZVPD basis
C 6.93 0.58 -0.41
O 6.29 1.83 -0.41
C 4.99 1.95 -0.03
C 4.45 3.23 -0.19
C 3.15 3.53 0.16
C 2.33 2.54 0.68
C 2.85 1.27 0.84
C 4.16 0.95 0.49
O 4.62 -0.33 0.73
C 3.77 -1.37 0.45
C 3.82 -2.49 1.27
C 2.99 -3.56 1.02
C 2.10 -3.55 -0.05
C 2.09 -2.44 -0.88
C 2.91 -1.36 -0.64
C 1.15 -4.68 -0.28
C -0.16 -4.48 0.53
C -0.92 -3.29 0.00
C -0.62 -2.00 0.43
C -1.25 -0.89 -0.10
C -2.18 -1.06 -1.14
O -2.69 0.08 -1.71
C -3.72 -0.04 -2.65
C -2.53 -2.34 -1.52
C -1.92 -3.46 -0.95
C -2.42 -4.83 -1.33
C -1.51 -5.95 -0.81
N -0.95 -5.71 0.50
C -1.94 -5.73 1.56
O -0.87 0.34 0.37
C -1.82 1.33 0.46
C -3.12 1.07 0.89
O -3.50 -0.19 1.24
C -4.04 2.12 0.95
O -5.30 1.74 1.38
C -6.28 2.74 1.51
C -3.67 3.40 0.59
C -2.36 3.66 0.19
C -1.43 2.64 0.14
C 0.01 2.89 -0.23
C 0.90 2.81 1.04
N 0.23 4.15 -0.92
C -0.01 4.04 -2.34
C -0.47 5.24 -0.29
C -1.99 5.05 -0.25
H 6.44 -0.13 -1.08
H 6.96 0.14 0.60
H 7.94 0.77 -0.76
H 5.10 3.99 -0.60
H 2.76 4.52 0.00
H 2.23 0.49 1.25
H 4.50 -2.50 2.10
H 3.02 -4.42 1.67
H 1.42 -2.42 -1.73
H 2.88 -0.49 -1.29
H 0.91 -4.74 -1.34
H 1.58 -5.63 0.04
H 0.12 -4.29 1.57
H 0.12 -1.85 1.21
H -4.59 -0.55 -2.23
H -3.39 -0.57 -3.55
H -4.00 0.98 -2.91
H -3.29 -2.50 -2.27
H -2.53 -4.91 -2.41
H -3.43 -4.95 -0.90
H -0.68 -6.10 -1.50
H -2.07 -6.89 -0.77
H -2.51 -6.66 1.49
H -1.43 -5.72 2.52
H -2.64 -4.88 1.53
H -4.43 -0.14 1.52
H -6.51 3.21 0.55
H -7.17 2.24 1.89
H -5.97 3.51 2.23
H -4.38 4.21 0.62
H 0.34 2.08 -0.89
H 0.52 1.99 1.66
H 0.81 3.74 1.60
H 0.71 3.35 -2.77
H -1.02 3.68 -2.59
H 0.14 5.02 -2.80
H -0.10 5.34 0.73
H -0.22 6.16 -0.83
H -2.44 5.79 0.41
H -2.41 5.22 -1.25
```

As for the SMILES: COc1ccc2cc1Oc1ccc(cc1)C[C@H]1c3cc(c(OC)cc3CCN1C)Oc1c(O)c(OC)cc3c1[C@H](C2)N(C)CC3. The maximum force is 0.89 eV Å⁻¹. The net charge is 0. The calculation puts the LUMO energy at 0.6 eV.


Record 5
# CH3N5S

The molecule CH3N5S (the ωB97M-V functional and the def2-TZVPD basis, OMol25).

XYZ file:
```
10
CH3N5S, DFT the ωB97M-V functional and the def2-TZVPD basis
N -0.52 -1.04 1.06
N 0.17 -0.18 0.18
N 0.49 1.10 0.66
N 0.76 1.87 -0.33
N 0.53 1.32 -1.44
C 0.11 -0.07 -1.16
S -0.63 -1.19 -2.18
H -1.60 -0.91 0.90
H -0.38 -2.07 0.84
H 1.07 1.17 1.47
```

As for the SMILES: Nn1[nH]nnc1=S. The maximum force is 2.66 eV Å⁻¹. The net charge is 0. The calculation puts the LUMO energy at -0.1 eV.


no.,HOMO (hartree),gap between HOMO and LUMO (eV)
1,-0.4373,8.9
2,-0.3656,10.8
3,-0.4712,4.2
4,-0.2848,8.3
5,-0.3203,8.6